No. 1
{
  "formula": "C25H25NO7",
  "method": "ωB97M-V/def2-TZVPD",
  "species": ["O", "O", "O", "O", "O", "O", "O", "N", "C", "C", "C", "C", "C", "C", "C", "C", "C", "C", "C", "C", "C", "C", "C", "C", "C", "C", "C", "C", "C", "C", "C", "C", "C", "H", "H", "H", "H", "H", "H", "H", "H", "H", "H", "H", "H", "H", "H", "H", "H", "H", "H", "H", "H", "H", "H", "H", "H", "H"],
  "positions_angstrom": [[-1.1129, -0.0740, -1.1944], [-0.7045, -1.0776, 2.2859], [1.7174, 5.0578, -1.2082], [-2.5945, -0.1569, 3.0816], [2.5411, -5.1140, -0.0300], [-0.1821, -5.8448, -0.4616], [2.2747, 0.3810, 2.2113], [0.0165, 2.6346, -0.6274], [0.1324, -0.2232, 3.0646], [-0.7451, -3.5474, -0.5188], [0.5167, 4.7384, -1.7387], [0.6408, 6.9567, -1.6219], [1.9240, -2.8355, -0.2390], [0.8843, -6.7456, -0.6625], [-2.7152, -1.9020, 1.4212], [-2.7428, -1.3383, -0.0056], [-1.3725, -1.1104, -0.6221], [2.0454, -6.4007, 0.2684], [-2.0246, -0.9370, 2.3638], [1.7813, 6.3968, -1.1398], [1.0727, 0.5615, 2.1346], [0.9640, -1.8624, -0.4004], [-0.9321, 1.8940, 1.2329], [-0.1871, 5.8746, -2.0106], [2.3530, 1.7762, -0.5046], [-0.3852, -2.2035, -0.5058], [0.9766, 1.9436, 0.0245], [0.1760, 3.2901, -1.9025], [0.2206, -4.5338, -0.3979], [1.5641, -4.1791, -0.2185], [0.4183, 1.4367, 1.1988], [-1.1467, 2.6277, 0.1077], [-2.3809, 3.3175, -0.3492], [-2.7532, 2.8719, -1.2724], [2.9640, -2.5816, -0.1143], [-2.1966, 4.3770, -0.5254], [1.6965, -6.4338, 1.3095], [2.9404, 1.2118, 0.2139], [2.8790, -7.0922, 0.1388], [0.4124, 8.0000, -1.6925], [-0.7535, 3.2030, -2.4680], [-3.2867, -2.0342, -0.6500], [-2.1815, -2.8510, 1.4460], [-3.2720, -0.3830, -0.0162], [1.2375, -0.8209, -0.4072], [2.8222, 2.7483, -0.6557], [-1.1649, 5.9371, -2.4428], [-1.7655, -3.8646, -0.6652], [0.4916, -7.7421, -0.4564], [-1.6499, 1.7241, 2.0093], [-3.7392, -2.0411, 1.7703], [0.9722, 2.7827, -2.4535], [0.7360, -0.8602, 3.7174], [-0.4866, 0.4528, 3.6631], [2.6765, 6.8250, -0.7353], [2.3469, 1.2449, -1.4584], [1.2285, -6.6920, -1.7046], [-3.1476, 3.2174, 0.4139]],
  "forces_ev_per_angstrom": [[0.00, -0.16, -0.04], [0.38, -0.11, -0.18], [0.18, -0.55, 0.07], [0.00, 0.04, 0.03], [0.05, 0.35, -0.14], [-0.19, 0.31, 0.12], [0.01, -0.06, 0.11], [-0.04, -0.16, 0.20], [0.33, 0.23, 0.42], [0.22, 0.13, -0.02], [-0.82, 0.21, -0.44], [0.53, -0.05, 0.23], [-0.05, -0.24, -0.01], [0.54, -0.15, 0.06], [0.00, 0.15, 0.08], [0.00, 0.15, 0.07], [-0.36, 0.13, -0.15], [-0.42, -0.42, -0.04], [-0.72, -0.25, 0.09], [-0.36, 0.85, -0.12], [-0.09, -0.39, 0.32], [-0.18, -0.07, 0.00], [0.03, 0.15, -0.14], [0.25, -0.64, 0.02], [0.04, -0.01, -0.05], [0.58, -0.30, -0.20], [0.25, -0.47, 0.51], [0.35, 0.36, -0.06], [0.16, -0.03, -0.04], [-0.21, 0.04, 0.01], [0.11, 0.59, -0.74], [-0.39, 0.02, 0.38], [0.15, -0.04, -0.06], [-0.11, 0.00, -0.08], [0.15, 0.04, 0.04], [-0.09, 0.09, -0.02], [0.07, -0.01, -0.09], [0.01, 0.02, -0.05], [-0.11, 0.02, 0.03], [0.03, 0.24, 0.02], [0.15, 0.01, 0.01], [-0.04, 0.01, -0.01], [-0.08, 0.01, 0.05], [0.04, -0.06, -0.10], [0.04, 0.15, 0.00], [0.09, 0.01, -0.04], [-0.23, -0.08, -0.08], [-0.17, -0.04, 0.03], [0.09, 0.06, -0.03], [-0.21, -0.03, 0.14], [0.12, 0.01, 0.03], [-0.18, -0.01, 0.00], [-0.08, 0.13, -0.14], [0.10, -0.09, -0.08], [0.16, -0.04, 0.07], [0.04, -0.03, -0.09], [-0.06, -0.03, 0.10], [-0.06, 0.01, 0.02]],
  "nbo_charge": [-0.55, -0.51, -0.40, -0.60, -0.48, -0.50, -0.57, -0.32, -0.17, -0.24, 0.27, -0.32, -0.24, -0.10, -0.50, -0.50, 0.60, -0.10, 0.81, 0.10, 0.56, -0.16, -0.28, -0.30, -0.68, -0.17, 0.27, -0.25, 0.27, 0.23, -0.27, 0.17, -0.65, 0.22, 0.23, 0.22, 0.18, 0.27, 0.20, 0.23, 0.23, 0.23, 0.24, 0.24, 0.24, 0.23, 0.23, 0.22, 0.20, 0.24, 0.24, 0.23, 0.21, 0.22, 0.21, 0.22, 0.18, 0.23],
  "e_lumo_ev": 0.583,
  "relative_energy_kj_mol": 15.4,
  "smiles": "Cc1cc(C(=O)COC(=O)CCC(=O)c2ccc3c(c2)OCCO3)c(C)n1Cc1ccco1",
  "e_homo_ev": -7.8,
  "homo_lumo_gap_ev": 8.372
}

---

No. 2
{
  "formula": "C11H13NOS",
  "method": "ωB97M-V/def2-TZVPD",
  "species": ["S", "O", "N", "C", "C", "C", "C", "C", "C", "C", "C", "C", "C", "C", "H", "H", "H", "H", "H", "H", "H", "H", "H", "H", "H", "H", "H"],
  "positions_angstrom": [[-1.5472, -3.0580, -0.4431], [-0.1688, -0.5878, -0.7371], [-2.8564, -5.8970, -1.5309], [-2.5620, -1.4779, -0.7709], [1.3143, 0.0382, 1.0654], [-2.5455, -4.5855, -1.1081], [1.3939, 2.7360, 0.3053], [-1.5504, -0.2091, -0.3532], [0.4847, 0.4554, -0.0512], [0.6602, 1.8497, -0.4406], [2.3330, 0.9308, 1.6359], [1.4727, -1.4939, 1.4314], [2.4564, 2.1861, 1.1452], [-0.2235, 2.3765, -1.5722], [1.6609, 3.7371, 0.0910], [3.2309, 2.7689, 1.4616], [2.1488, -1.6271, 2.3498], [-0.5954, 1.6928, -2.3048], [3.1465, 0.5953, 2.3168], [-1.0553, 2.7978, -1.1630], [-3.4882, -1.3364, -0.2131], [-2.8406, -1.5606, -1.8636], [-2.0471, 0.7790, -0.7975], [0.4704, 3.2841, -1.9190], [1.8787, -2.1530, 0.7474], [0.5443, -2.0629, 1.9840], [-1.7152, -0.1784, 0.7345]],
  "forces_ev_per_angstrom": [[-2.16, -1.65, -0.84], [-2.45, 3.47, 1.29], [3.05, 13.35, 4.29], [1.30, 0.51, -1.41], [0.94, -1.03, -0.75], [-1.45, -10.07, -3.08], [3.86, -2.32, 0.90], [-2.95, -2.33, -1.68], [4.89, 0.31, 2.59], [-3.20, -1.82, -0.58], [-0.69, -1.87, -0.90], [-2.13, 0.76, 5.06], [-4.31, -0.24, -0.79], [4.40, 1.89, -0.20], [-0.84, 1.05, -0.92], [1.83, 1.76, 0.80], [-0.43, 0.79, -1.34], [0.62, -0.49, -0.71], [-1.04, -0.30, -0.50], [-2.42, 1.45, 1.27], [0.24, -0.50, 0.29], [0.55, 0.52, 1.17], [1.61, -2.13, 0.58], [-1.99, -1.97, -0.32], [0.49, -0.94, -2.02], [1.51, 1.64, -1.97], [0.80, 0.18, -0.24]],
  "nbo_charge": [0.27, -0.51, -0.33, -0.51, -0.02, 0.06, -0.24, -0.09, 0.25, -0.03, -0.22, -0.64, -0.18, -0.63, 0.22, 0.20, 0.22, 0.23, 0.22, 0.21, 0.22, 0.23, 0.21, 0.22, 0.22, 0.22, 0.20],
  "e_lumo_ev": -0.212,
  "relative_energy_kj_mol": 738.5,
  "smiles": "Cc1cccc(C)c1OCCSC#N",
  "e_homo_ev": -9.1,
  "homo_lumo_gap_ev": 8.846
}

---

No. 3
{
  "formula": "C5H10O3",
  "method": "ωB97M-V/def2-TZVPD",
  "species": ["O", "O", "O", "C", "C", "C", "C", "C", "H", "H", "H", "H", "H", "H", "H", "H", "H", "H"],
  "positions_angstrom": [[0.0828, 1.5028, 1.5464], [1.0235, 2.4571, -0.2428], [-1.1536, 1.9180, -0.3156], [-0.6555, -0.8140, -0.7514], [-1.4055, -1.2874, 0.4527], [0.6651, -0.5652, -0.7889], [0.0479, 1.7931, 0.3893], [1.6725, -0.9951, 0.2305], [1.0926, -0.2824, -1.7446], [-1.3528, -2.3750, 0.5203], [-1.2433, -0.6676, -1.6475], [-0.9873, -0.8709, 1.3635], [2.2588, -1.8380, -0.1448], [2.3643, -0.1718, 0.4230], [-2.4558, -0.9896, 0.3915], [-1.8985, 1.7389, 0.2748], [1.2047, -1.2530, 1.1788], [0.7401, 2.7002, -1.1354]],
  "forces_ev_per_angstrom": [[0.47, -0.83, -0.29], [0.18, -0.83, -0.29], [1.05, 0.03, 0.00], [0.99, 0.12, 0.04], [-0.05, 0.00, -0.10], [-0.64, -1.46, -0.63], [-2.24, 2.48, 0.51], [-0.05, 0.70, 0.29], [-0.06, 0.24, -0.08], [-0.16, -0.07, 0.08], [0.03, 0.25, -0.09], [0.05, 0.02, 0.16], [-0.11, 0.01, 0.04], [0.12, -0.09, 0.09], [0.06, -0.14, 0.04], [0.39, -0.18, 0.14], [0.08, -0.13, -0.01], [-0.10, -0.11, 0.11]],
  "nbo_charge": [-0.61, -0.67, -0.74, -0.16, -0.68, -0.22, 1.00, -0.65, 0.19, 0.23, 0.20, 0.23, 0.22, 0.22, 0.21, 0.50, 0.22, 0.50],
  "e_lumo_ev": 0.566,
  "relative_energy_kj_mol": 87.7,
  "smiles": "C/C=C\\C.O=C(O)O",
  "e_homo_ev": -9.1,
  "homo_lumo_gap_ev": 9.684
}

---

No. 4
{
  "formula": "C4H6N2O",
  "method": "ωB97M-V/def2-TZVPD",
  "species": ["O", "N", "N", "C", "C", "C", "C", "H", "H", "H", "H", "H", "H"],
  "positions_angstrom": [[1.8324, 0.2385, 1.2417], [1.1649, 1.5758, -0.4384], [0.9822, -1.4839, -0.4414], [-0.6173, -0.1658, 0.3945], [-0.2870, -1.4581, -0.1782], [1.0524, 0.4176, 0.3222], [-1.8673, 0.3072, 0.3821], [-2.0663, 1.3727, 0.4211], [1.4143, -2.4057, -0.5189], [0.3818, 1.9060, -0.9808], [-2.7230, -0.3568, 0.2627], [-0.9973, -2.2430, -0.4586], [1.7303, 2.2954, -0.0080]],
  "forces_ev_per_angstrom": [[-0.68, -0.06, -0.70], [-0.19, -0.58, -0.49], [-1.51, -1.30, 0.31], [1.59, 0.17, -2.26], [1.72, -0.59, -0.19], [-1.83, 2.37, 3.24], [0.73, 0.57, 0.12], [-0.12, -0.05, 0.46], [-0.23, 0.05, -1.01], [0.03, -0.22, 0.11], [0.23, 0.06, -0.04], [0.12, -0.10, 0.62], [0.14, -0.32, -0.17]],
  "nbo_charge": [-0.64, -0.86, -0.59, -0.14, 0.11, 0.72, -0.35, 0.21, 0.37, 0.38, 0.21, 0.18, 0.40],
  "e_lumo_ev": 0.143,
  "relative_energy_kj_mol": 344.5,
  "smiles": "[H]/N=C/C(=C)C(N)=O",
  "e_homo_ev": -9.0,
  "homo_lumo_gap_ev": 9.119
}

---

No. 5
{
  "formula": "C4H11NO2",
  "method": "ωB97M-V/def2-TZVPD",
  "species": ["O", "O", "N", "C", "C", "C", "C", "H", "H", "H", "H", "H", "H", "H", "H", "H", "H", "H"],
  "positions_angstrom": [[1.8772, 0.6522, 1.5491], [-2.2473, -1.4105, -0.7837], [-0.5464, -0.3642, 1.1401], [-0.1633, -0.3532, -0.2791], [0.7240, 0.8626, -0.5853], [2.0360, 0.9172, 0.1728], [-1.3716, -0.3299, -1.1838], [-3.1588, -1.1362, -0.9670], [-1.2702, -1.0612, 1.2690], [0.3820, -1.2839, -0.4350], [-0.9587, 0.5213, 1.3897], [2.4768, 1.9127, 0.1967], [-1.1935, -0.4793, -2.2516], [0.1436, 1.7702, -0.3793], [1.2014, 0.0079, 1.6954], [2.7471, 0.2282, -0.3016], [0.8715, 0.8457, -1.6688], [-1.8963, 0.6282, -1.0933]],
  "forces_ev_per_angstrom": [[1.33, 0.81, 0.19], [-0.28, 0.51, -0.03], [-0.20, -0.32, -0.21], [0.30, 0.37, 0.29], [-0.57, 0.02, -0.24], [0.07, -0.17, 0.39], [-1.18, -0.58, -0.23], [0.41, -0.24, 0.08], [0.01, -0.10, 0.03], [0.16, -0.07, -0.23], [-0.09, 0.34, 0.10], [0.00, 0.09, -0.69], [0.65, 0.13, 0.05], [-0.07, -0.07, 0.09], [-1.01, -0.88, 0.05], [0.07, -0.05, 0.15], [0.34, 0.17, 0.02], [0.07, 0.04, 0.19]],
  "nbo_charge": [-0.75, -0.74, -0.85, -0.08, -0.43, -0.06, -0.07, 0.47, 0.38, 0.20, 0.36, 0.18, 0.18, 0.20, 0.49, 0.15, 0.21, 0.16],
  "e_lumo_ev": 0.708,
  "relative_energy_kj_mol": 116.9,
  "smiles": "N[C@@H](CO)CCO",
  "e_homo_ev": -9.6,
  "homo_lumo_gap_ev": 10.282
}